DFT (ωB97M-V/def2-TZVPD) results for a single C4H7NO2 molecule.

The geometry in XYZ format:
```
14
Properties=species:S:1:pos:R:3:lowdin_charge:R:1
C 2.01 0.07 -0.24 0.006
C 0.62 -0.17 -0.77 -0.446
O 0.39 -0.55 -1.89 0.107
N -0.47 0.00 0.13 -0.068
C -1.55 -0.97 -0.01 -0.033
C -0.62 1.12 0.91 -0.294
O 0.21 1.99 1.08 0.045
H 2.31 1.09 -0.48 0.094
H 2.68 -0.62 -0.77 0.091
H 2.07 -0.07 0.84 0.088
H -2.37 -0.69 0.64 0.085
H -1.89 -1.04 -1.04 0.091
H -1.18 -1.96 0.31 0.098
H -1.63 1.17 1.35 0.135
```

Output
SMILES = CC(=O)N(C)C=O
Lowest unoccupied orbital energy = 0.81 eV
Multiplicity = 1
Relative energy (zero: lowest compared OMol25 entry of this formula, charge and spin) = 12.85 kcal per mole
Maximum force = 0.5 eV/A